# 1
Below is a structure of composition C13H10IN6OPtSSe, with properties calculated with ωB97M-V/def2-TZVPD.

As for the electronic energy: -112137.085 eV. The frontier orbital gap (alpha / beta) is 5.158 / 2.867 eV. Its expectation value of S² is 8.8238.

ORCA input file:
```
! RIJCOSX wB97M-V def2-TZVPD def2/J DEFGRID3
* xyz 2 6
Pt -0.290 -0.018 -0.162
O -0.255 -1.506 1.496
N -1.131 -2.488 1.410
C -0.915 -3.605 2.126
C -1.818 -4.643 2.084
C -2.971 -4.537 1.310
C -3.194 -3.377 0.602
C -2.256 -2.341 0.644
S -2.459 -0.901 -0.247
H -0.008 -3.603 2.710
H -1.615 -5.529 2.668
H -3.681 -5.350 1.266
H -4.079 -3.242 -0.004
Se -0.711 -0.509 -4.013
N -0.330 1.100 -4.696
C -0.013 1.935 -3.691
C 0.363 3.286 -3.742
C 0.651 3.933 -2.536
C 0.562 3.286 -1.316
N 0.206 1.978 -1.237
C -0.045 1.361 -2.392
N -0.346 0.072 -2.294
H 0.420 3.803 -4.690
H 0.934 4.977 -2.545
H 0.752 3.805 -0.385
I 5.261 2.043 1.830
C 3.364 1.525 1.843
C 2.432 1.723 2.895
N 1.294 1.245 2.455
N 1.377 0.735 1.183
C 2.609 0.892 0.798
H 2.547 2.171 3.871
H 0.408 1.195 2.944
H 2.935 0.584 -0.184
*
```



# 2
Below is a structure of composition C13H10MoN4OSe in a non-equilibrium geometry, with properties calculated with ωB97M-V/def2-TZVPD.

As for the electronic energy: -88835.697 eV. The frontier orbital gap (alpha / beta) is 6.743 / 7.692 eV. Its expectation value of S² is 2.0742.

ORCA input file:
```
! RIJCOSX wB97M-V def2-TZVPD def2/J DEFGRID3
* xyz 2 3
Mo -0.833 0.080 0.587
O 2.413 1.090 -1.590
C 1.389 1.122 -0.974
N 0.718 -0.013 -0.482
C 1.398 -1.251 -0.759
C 0.462 -2.369 -0.439
C 0.739 -3.708 -0.682
C -0.238 -4.651 -0.411
C -1.458 -4.224 0.109
C -1.650 -2.884 0.365
N -0.701 -1.959 0.105
C 0.622 2.347 -0.607
C 1.021 3.612 -1.006
C 0.283 4.706 -0.565
C -0.825 4.473 0.243
C -1.185 3.170 0.555
N -0.470 2.105 0.153
H 2.317 -1.323 -0.146
H 1.728 -1.288 -1.810
H 1.699 -3.995 -1.082
H -0.063 -5.700 -0.601
H -2.244 -4.931 0.318
H -2.584 -2.526 0.793
H 1.895 3.717 -1.635
H 0.569 5.713 -0.838
H -1.416 5.298 0.617
H -2.085 2.985 1.137
Se -2.126 0.106 2.569
C -0.228 0.141 2.838
N 0.852 0.155 3.240
*
```



# 3
Below is a structure of composition C13H10N3O2SbSe6Te2W in a non-equilibrium geometry, with properties calculated with ωB97M-V/def2-TZVPD.

As for the electronic energy: -437243.004 eV. The frontier orbital gap (alpha / beta) is 5.784 / 5.783 eV.

ORCA input file:
```
! RIJCOSX wB97M-V def2-TZVPD def2/J DEFGRID3
* xyz -2 1
W 1.195 -0.933 0.339
O -3.297 1.263 -2.001
C -2.343 1.468 -2.922
C -2.720 2.028 -4.147
C -1.780 2.272 -5.127
C -0.436 1.965 -4.917
C -0.060 1.405 -3.712
C -0.997 1.151 -2.711
C -0.533 0.532 -1.459
O 0.661 0.111 -1.325
N -1.394 0.436 -0.466
N -0.751 -0.193 0.597
C -1.383 -0.206 1.733
C -0.563 -0.635 2.829
C -0.957 -0.644 4.159
C -0.016 -0.945 5.122
C 1.287 -1.216 4.725
C 1.616 -1.213 3.389
N 0.698 -0.938 2.443
H -2.850 0.871 -1.207
H -3.768 2.258 -4.298
H -2.094 2.705 -6.070
H 0.302 2.158 -5.685
H 0.974 1.150 -3.516
H -2.376 0.200 1.850
H -1.982 -0.413 4.412
H -0.285 -0.960 6.170
H 2.066 -1.420 5.447
H 2.626 -1.398 3.050
Se 0.815 -3.467 0.923
Te -1.463 -4.001 1.750
Te -1.520 -2.950 -2.314
Se 0.768 -2.824 -1.410
Se 5.515 1.676 -0.894
Sb 4.274 0.599 0.887
Se 1.956 1.473 1.074
Se 3.593 -1.715 0.163
Se 5.222 0.352 3.120
*
```



Repeat the second record exactly.
Below is a structure of composition C13H10MoN4OSe in a non-equilibrium geometry, with properties calculated with ωB97M-V/def2-TZVPD.

As for the electronic energy: -88835.697 eV. The frontier orbital gap (alpha / beta) is 6.743 / 7.692 eV. Its expectation value of S² is 2.0742.

ORCA input file:
```
! RIJCOSX wB97M-V def2-TZVPD def2/J DEFGRID3
* xyz 2 3
Mo -0.833 0.080 0.587
O 2.413 1.090 -1.590
C 1.389 1.122 -0.974
N 0.718 -0.013 -0.482
C 1.398 -1.251 -0.759
C 0.462 -2.369 -0.439
C 0.739 -3.708 -0.682
C -0.238 -4.651 -0.411
C -1.458 -4.224 0.109
C -1.650 -2.884 0.365
N -0.701 -1.959 0.105
C 0.622 2.347 -0.607
C 1.021 3.612 -1.006
C 0.283 4.706 -0.565
C -0.825 4.473 0.243
C -1.185 3.170 0.555
N -0.470 2.105 0.153
H 2.317 -1.323 -0.146
H 1.728 -1.288 -1.810
H 1.699 -3.995 -1.082
H -0.063 -5.700 -0.601
H -2.244 -4.931 0.318
H -2.584 -2.526 0.793
H 1.895 3.717 -1.635
H 0.569 5.713 -0.838
H -1.416 5.298 0.617
H -2.085 2.985 1.137
Se -2.126 0.106 2.569
C -0.228 0.141 2.838
N 0.852 0.155 3.240
*
```